A 8-piece molecular cluster, C40H102N6O13 overall in a non-equilibrium geometry. Source: OMol25; level of theory: the ωB97M-V functional and the def2-TZVPD basis.

As for the frontier orbital gap: 0.316 Ha. For the lowest unoccupied orbital energy, the calculation gives 0.103 eV. As for the SMILES: COC[C@H](C)N.COCCNCCOC.COCCNCCOC.COCCNCCOC.COCCNCCOC.COCCNCCOC.CC(C)O.CC(C)O. Its net charge is 0. The energy above the lowest of the compared OMol25 structures with the same formula, charge and spin comes out at 737.4 kJ/mol. The energy comes out at -78677.8497 eV. The calculation puts the highest occupied orbital energy at -8.495 eV.

Geometry as XYZ:
```
161
Properties=species:S:1:pos:R:3:forces:R:3:lowdin_charge:R:1
O 11.090046 17.261129 28.956095 -1.2 0.9 0.1 -0.05
O 10.051270 23.878751 26.055748 0.6 -1.0 0.8 -0.21
O 12.616132 20.054938 38.742482 1.6 1.0 0.5 -0.23
O 10.998505 13.733105 23.006504 0.8 1.3 1.7 -0.23
O 21.932781 19.882097 36.801070 0.8 -0.1 -0.9 -0.19
O 13.872445 24.013192 41.207909 -1.5 0.5 0.3 -0.22
O 16.472849 14.955698 23.340372 -0.5 0.7 -0.4 -0.20
O 19.759487 18.902752 28.307466 -0.3 -1.6 -0.4 -0.04
O 3.429433 23.069767 32.326568 -0.6 0.7 1.3 -0.18
O 8.816442 10.838935 30.325542 1.8 0.9 -0.1 -0.18
O 11.661739 21.691010 21.973933 -0.1 0.2 0.5 -0.20
O 19.447856 16.081069 34.966321 1.0 -0.7 -1.0 -0.21
O 5.743022 19.233116 33.825215 1.1 0.0 0.4 -0.19
N 20.381601 16.771760 37.303500 1.4 1.4 -0.4 -0.04
N 13.531850 15.552944 22.874204 -0.8 1.3 0.2 -0.06
N 5.495353 20.993593 31.467283 -1.1 2.1 -1.2 -0.07
N 15.141471 21.751790 39.689492 -1.3 -0.9 -0.4 -0.05
N 8.022381 13.074873 27.517876 -0.3 3.1 -0.6 0.03
N 12.955088 23.117030 25.110924 0.1 -0.7 0.5 -0.08
C 21.431934 16.413759 36.329339 -0.5 0.0 -0.8 -0.22
C 12.169060 22.126438 24.379075 0.3 1.5 -2.0 -0.17
C 20.772999 15.552572 35.258249 -0.4 -0.2 0.3 -0.21
C 18.054573 20.480529 27.437062 -0.5 -0.8 -0.6 -0.05
C 12.156478 16.963792 31.015565 -0.9 -1.2 1.3 -0.07
C 4.031109 20.999461 31.174592 -0.4 0.8 1.3 -0.17
C 11.119589 15.030180 22.377174 0.5 -1.2 -0.9 -0.17
C 20.696183 18.052983 38.049929 0.0 -0.9 -0.3 -0.16
C 5.379728 18.811881 32.516003 1.7 -0.6 -0.2 -0.21
C 7.001874 10.975079 27.838740 0.7 -0.5 0.8 -0.05
C 7.753345 12.132177 28.513555 -0.5 -2.0 0.3 -0.48
C 17.453732 14.568489 24.285224 -0.6 0.1 -0.8 -0.10
C 12.514430 15.438256 21.832117 0.4 -0.8 0.2 -0.22
C 14.149130 22.751230 41.816411 0.6 -1.3 -1.4 -0.19
C 10.330940 22.232683 21.948310 0.8 1.3 -0.8 -0.11
C 11.350285 12.564814 22.308679 -0.7 1.2 -0.6 -0.11
C 3.468527 22.447805 31.089655 1.6 -0.6 -1.7 -0.26
C 18.726818 15.247175 34.059028 0.1 -0.2 0.0 -0.10
C 10.079332 10.831421 31.049174 -1.4 0.0 0.2 -0.10
C 14.697449 16.336480 22.474837 1.6 -1.1 0.9 -0.20
C 6.172613 19.747325 31.502349 -2.0 -1.4 1.6 -0.19
C 18.799045 19.875007 28.612350 0.9 2.5 1.4 -0.53
C 22.842840 20.226576 37.800060 0.0 -0.5 1.2 -0.12
C 12.319255 17.411940 29.624353 1.0 -0.6 -1.3 -0.53
C 11.302576 24.325387 26.589247 0.1 0.4 -0.6 -0.21
C 20.696767 19.410083 37.252600 -0.3 -1.6 0.1 -0.21
C 12.396387 24.389685 25.496082 -0.2 0.8 0.7 -0.21
C 9.240705 23.156919 27.012120 -1.2 2.2 -1.3 -0.09
C 13.415976 25.044202 42.138812 1.6 -1.2 0.1 -0.08
C 15.803788 16.204223 23.542519 -0.4 0.1 0.9 -0.23
C 14.076223 21.578567 40.671906 0.0 2.3 2.6 -0.19
C 15.007052 20.589758 38.788831 0.7 0.2 -0.8 -0.22
C 9.030164 11.797075 29.277498 -0.9 -1.1 0.4 -0.22
C 5.199734 18.464385 34.872121 -2.6 -0.2 -0.7 -0.12
C 13.755300 20.513592 37.914808 -1.2 -1.7 0.8 -0.16
C 3.714130 24.470216 32.327546 0.8 -0.3 -1.2 -0.09
C 11.397255 19.886336 38.111146 0.2 0.1 -1.6 -0.14
C 13.233852 16.527841 28.797305 1.2 0.0 0.4 -0.06
C 17.991246 19.499991 29.852643 -0.1 0.4 0.0 -0.05
C 12.508862 22.460546 22.864990 -0.9 -1.0 0.2 -0.19
H 10.431822 23.291973 21.712031 0.0 0.5 0.4 0.08
H 10.442710 14.960537 21.525656 -0.2 0.6 -0.3 0.11
H 12.464550 21.097742 24.585410 0.4 0.2 0.0 0.12
H 14.838561 22.570190 39.181003 0.4 0.4 -0.3 0.10
H 7.734040 10.502096 27.184284 -0.1 -0.3 -0.2 0.08
H 12.147635 25.129854 24.735585 -0.8 -0.9 -0.9 0.12
H 7.175120 19.845574 31.918780 0.0 0.1 -0.1 0.12
H 17.757107 21.529042 27.452078 0.3 0.1 0.9 0.08
H 5.512840 21.423911 32.380857 0.5 0.1 0.2 0.10
H 11.557746 17.670524 31.590141 0.0 0.0 0.1 0.08
H 3.184340 25.050576 31.572154 -1.0 -0.2 0.2 0.08
H 22.306083 15.892309 36.719281 -0.2 -0.1 0.4 0.12
H 12.684269 18.438442 29.658483 -0.1 0.3 -0.5 0.13
H 19.022928 15.193901 33.011375 1.0 0.7 -0.1 0.08
H 20.155653 20.187252 37.792334 0.0 0.1 0.3 0.11
H 14.146594 20.575936 41.093662 0.2 0.2 0.5 0.11
H 13.417633 16.921470 27.797607 0.1 0.4 0.0 0.08
H 21.432706 15.579186 34.390969 -0.3 -0.1 -0.4 0.12
H 12.947830 14.721986 21.134102 -0.6 -0.6 -0.5 0.10
H 10.436211 12.330137 21.763251 0.2 -0.8 -0.5 0.09
H 13.293316 26.023511 41.676184 -0.3 -0.5 -0.5 0.08
H 15.396592 16.328511 24.545939 -0.9 -1.2 0.4 0.11
H 17.194877 20.224992 30.020827 -0.3 0.0 -0.5 0.08
H 12.469258 16.311739 21.181675 -0.4 0.5 0.6 0.12
H 3.642021 24.930888 33.312781 -0.2 -0.5 -0.1 0.09
H 4.123869 18.637291 34.845199 -0.6 0.6 0.3 0.07
H 10.349191 11.842845 31.352983 -0.4 0.2 0.5 0.07
H 13.054763 21.629476 40.294897 0.1 0.2 -0.3 0.10
H 9.743505 22.181925 22.865065 0.2 -0.5 0.1 0.08
H 12.521151 23.496544 22.526372 -1.2 0.6 0.8 0.11
H 11.095795 22.163015 24.565794 0.0 0.3 0.0 0.09
H 9.763553 21.933605 21.066983 0.2 -1.0 0.2 0.08
H 10.952872 10.566628 30.453444 -0.2 -0.8 -0.3 0.08
H 5.084206 17.395868 34.690359 1.4 -0.5 -0.1 0.08
H 17.119950 19.937774 27.295653 0.1 -0.2 -0.6 0.07
H 12.791172 15.549276 28.611444 -0.1 -0.1 0.5 0.09
H 13.765956 14.599502 23.111328 0.6 0.1 0.3 0.11
H 10.763780 15.755039 23.109350 0.1 -0.1 -0.1 0.12
H 18.726929 20.419985 26.581269 -0.3 -0.3 -0.3 0.07
H 21.656347 17.818875 38.509691 0.1 0.4 0.1 0.10
H 4.715639 24.617082 31.923197 0.6 -0.1 0.5 0.08
H 20.501580 19.273418 27.824238 -0.2 0.2 0.0 0.09
H 13.035138 16.681197 31.595404 0.4 0.6 -0.3 0.08
H 17.543442 18.506254 29.845240 0.2 -0.1 0.0 0.08
H 14.242807 25.170304 42.837768 0.1 0.2 0.4 0.08
H 12.163285 12.807284 21.624334 0.2 -0.6 -0.1 0.07
H 13.266304 24.961404 25.819310 0.1 -0.1 1.1 0.11
H 15.206819 19.704223 39.392161 -0.6 -0.2 0.0 0.12
H 11.600665 16.027390 30.967439 -0.3 -0.1 0.1 0.08
H 15.197499 15.894748 21.612897 -0.1 0.1 -0.7 0.11
H 14.192841 16.421818 29.304454 0.2 -0.2 -0.2 0.08
H 6.667618 10.245094 28.575971 0.1 -0.1 -0.1 0.07
H 11.587854 11.771890 23.017857 0.1 0.2 -0.1 0.09
H 4.154824 22.987041 30.436713 0.4 0.2 -0.1 0.11
H 2.557995 22.458480 30.490560 -0.7 -0.1 0.6 0.12
H 9.562412 22.162693 27.322129 0.2 0.2 -0.1 0.09
H 21.838839 17.205876 35.700782 0.0 1.0 0.6 0.11
H 8.159685 13.938951 28.022484 0.2 0.5 -0.7 0.08
H 10.807445 19.097629 38.578230 0.1 0.2 0.2 0.09
H 4.291476 18.784095 32.461062 0.0 0.2 -0.5 0.10
H 11.641422 23.689230 27.406919 0.0 -0.4 0.0 0.11
H 13.509321 22.447123 42.644821 -0.7 0.4 -0.1 0.10
H 13.283656 22.714716 25.977113 0.2 -0.2 0.0 0.10
H 9.873524 10.196927 31.911245 0.6 0.0 -0.1 0.09
H 18.300769 15.250989 24.215718 0.1 0.1 0.6 0.09
H 15.141582 22.836652 42.258936 0.4 -0.3 -0.1 0.11
H 13.795167 19.749152 37.138821 0.7 -0.4 0.0 0.11
H 23.865462 20.395179 37.462567 -0.4 0.4 -0.7 0.09
H 5.735387 17.798416 32.330251 0.0 -0.4 0.2 0.11
H 19.979639 18.112243 38.869177 -0.1 0.1 0.0 0.10
H 9.821125 11.393040 28.645647 0.1 0.2 -0.5 0.12
H 6.243413 19.304140 30.509025 -0.1 -0.1 0.0 0.11
H 6.144595 11.284458 27.240856 0.2 0.3 0.2 0.07
H 12.560744 24.730176 42.737214 -0.3 0.0 -0.4 0.08
H 3.632700 20.414877 30.345360 0.8 0.0 -0.4 0.12
H 11.619434 19.589307 37.086195 -0.3 -0.5 -0.4 0.08
H 18.842340 14.211733 34.379349 -0.6 -0.1 0.3 0.08
H 5.463404 18.688873 35.905647 0.9 0.2 -0.5 0.09
H 7.114501 12.602788 29.260885 -0.3 0.1 -0.1 0.14
H 16.425976 17.084043 23.706525 1.1 0.1 -1.5 0.11
H 22.465653 21.062403 38.389332 0.1 0.4 0.0 0.09
H 17.700209 15.598174 33.954191 -0.1 -0.2 0.8 0.09
H 3.530992 20.575423 32.045323 -0.4 -0.2 0.1 0.10
H 20.143484 19.154333 36.348965 -0.2 0.4 -0.2 0.12
H 17.794978 13.588476 23.951722 0.0 0.0 0.2 0.09
H 11.149275 25.311895 27.026730 0.0 0.3 0.1 0.11
H 18.604246 19.692110 30.733227 0.2 -0.8 0.0 0.08
H 8.913203 23.848044 27.788769 1.0 -0.2 1.1 0.08
H 19.653412 16.922311 36.620001 -1.0 0.4 0.7 0.07
H 10.839861 20.814632 37.985951 -0.3 0.2 0.4 0.09
H 13.577082 22.338442 22.685847 0.0 -1.4 0.0 0.11
H 19.414941 20.694657 28.982416 0.0 0.6 0.2 0.12
H 20.717123 14.523389 35.612873 -0.5 -0.2 -0.1 0.12
H 11.320111 17.237063 28.024390 -0.4 0.1 -0.2 0.08
H 22.983107 19.402670 38.499759 -0.2 -0.2 0.3 0.07
H 8.739772 12.993554 26.811595 0.1 -0.8 0.3 0.09
H 14.535070 17.396293 22.278523 -0.7 -0.1 0.1 0.12
H 9.366859 12.727911 29.733879 0.2 0.2 -0.1 0.11
H 15.838018 20.554110 38.084325 0.2 0.4 -0.2 0.11
H 8.265490 23.213976 26.528581 -0.1 -1.3 -0.5 0.08
H 16.964581 14.479670 25.255252 0.5 0.2 0.4 0.09
H 13.626126 21.403561 37.298890 -0.5 0.7 0.7 0.12
```
Forces are in eV/Å.